The following is a quantum chemistry calculation of the ion C4H13N3 with charge +2 at a distorted geometry, from the OMol25 dataset.

**Energy above the lowest of the compared OMol25 structures with the same formula, charge and spin**: 16.22 kcal/mol
**Orbital gap**: 11.6 eV
**2S+1**: 1
**LUMO level**: -7.2 eV
**Net charge**: +2

XYZ file:
```
20
C4H13N3 | the OMol25 dataset | ωB97M-V/def2-TZVPD
N -1.34 0.40 2.45
C -1.98 -0.14 1.42
N -1.41 -1.08 0.69
C 0.01 -1.31 0.45
C 0.93 -0.15 -0.04
C 0.57 0.22 -1.50
N 1.49 1.33 -2.03
H -1.57 1.34 2.73
H -0.45 -0.01 2.70
H -3.03 0.10 1.27
H -2.12 -1.60 0.20
H 0.05 -2.14 -0.25
H 0.53 -1.74 1.32
H 0.86 0.74 0.62
H 1.93 -0.59 0.06
H -0.43 0.58 -1.60
H 0.74 -0.67 -2.13
H 1.32 1.67 -2.98
H 1.52 2.19 -1.47
H 2.39 0.86 -1.92
```

=====

The following is a quantum chemistry calculation of a structure of composition C4H5O6Pm at a distorted geometry, from the OMol25 dataset.

**Orbital gap (spin up / spin down)**: 3.5 / 6.5 eV
**2S+1**: 5
**LUMO level (spin up / spin down)**: -12.7 / -10.0 eV
**Net charge**: +2

XYZ file:
```
16
C4H5O6Pm | the OMol25 dataset | ωB97M-V/def2-TZVPD
H -0.88 -1.20 -0.40
O 1.92 0.40 -0.68
C 1.35 -0.65 -0.27
O 0.78 -0.65 0.86
O 1.26 -1.67 -1.10
C 0.77 -2.95 -0.63
O -1.47 -2.00 -0.28
C -2.58 2.16 0.40
C -0.73 -3.11 -0.74
O -1.41 2.32 0.41
O -3.70 2.23 0.63
Pm 1.04 2.02 0.93
H 1.11 -3.11 0.40
H 1.27 -3.67 -1.30
H -0.99 -3.36 -1.79
H -1.02 -3.96 -0.11
```